(1)
49
Properties=species:S:1:pos:R:3:forces:R:3:nbo_charge:R:1 method="wB97M-V/def2-TZVPD" charge=-1 relative_energy_ev=21.238 e_homo_ev=-4.5 orbital_gap_ev=7.06 energy_ha=-1811.352776
Cl 27.0996 5.8434 -17.1996 2.5 3.1 6.4 -0.10
C 26.6862 2.6081 -17.6004 -0.2 0.6 3.6 0.78
O 26.4041 2.7310 -16.3921 -0.2 -0.4 -1.7 -0.67
N 27.0592 3.6231 -18.3443 0.0 -2.4 -2.8 -0.78
N 26.7602 1.4309 -18.2046 0.2 -2.9 -1.6 -0.84
H 26.9129 4.5307 -17.9262 0.5 -4.7 -1.1 0.27
H 27.1869 3.5312 -19.3420 -0.4 0.0 0.3 0.37
H 26.7551 0.5822 -17.6570 0.0 0.4 0.0 0.39
H 27.2440 1.4152 -19.0911 -0.2 -0.4 0.2 0.36
C 29.8798 7.2601 -16.4572 -0.2 -1.0 -1.4 0.75
O 30.7900 7.9816 -16.1965 2.9 2.6 0.4 -0.71
N 29.6092 6.1741 -15.7803 0.3 -0.1 2.3 -0.88
N 28.9855 7.4490 -17.4517 3.3 1.8 -1.8 -0.88
H 30.1775 5.8826 -14.9978 -0.2 0.4 -0.2 0.40
H 28.8256 5.5841 -16.0210 0.4 1.8 1.4 0.42
H 29.2184 8.2349 -18.0417 -0.6 -0.2 0.1 0.40
H 28.2041 6.8094 -17.4747 1.9 1.8 -1.5 0.31
C 29.1960 4.0118 -16.2693 -2.8 -2.0 -0.8 0.73
O 28.3976 4.1128 -15.3599 -0.5 -0.3 2.0 -0.68
N 28.9040 4.4401 -17.4744 6.3 -2.0 -1.6 -0.82
N 30.3289 3.3957 -16.1610 3.8 -1.9 0.4 -0.84
H 28.0260 4.9305 -17.5681 4.7 -2.4 -1.2 0.30
H 29.5525 4.2062 -18.2126 -0.5 0.1 -0.1 0.36
H 30.5293 2.9253 -15.2900 0.3 0.1 -0.5 0.41
H 30.9138 3.4234 -16.9839 0.4 -0.5 0.8 0.38
C 24.7378 4.6626 -19.3201 0.1 -3.2 0.2 0.76
O 24.8377 3.4594 -18.9660 -3.0 1.9 -1.8 -0.70
N 25.5568 5.5520 -18.8703 -0.8 1.6 -2.0 -0.80
N 23.9152 5.1376 -20.2613 -1.5 -0.9 -1.1 -0.86
H 25.5135 6.5291 -19.1225 0.0 -0.3 0.2 0.37
H 26.1808 5.2371 -18.1412 -4.3 1.1 -2.7 0.31
H 23.3324 4.3826 -20.5935 -0.5 0.9 -0.5 0.41
H 23.8252 6.1343 -20.3979 -0.5 -0.6 -0.3 0.39
C 26.9436 9.0521 -15.9870 -2.5 2.4 -0.4 0.76
O 26.4264 10.1371 -15.7273 -0.1 1.3 0.5 -0.75
N 27.9405 8.5258 -15.3797 1.4 -0.6 2.4 -0.82
N 26.4409 8.3096 -16.9589 -0.9 2.0 -2.6 -0.84
H 28.1736 7.6171 -15.7540 0.4 0.7 1.7 0.41
H 28.3932 9.0977 -14.6811 0.2 -0.8 -0.1 0.42
H 25.5856 8.6841 -17.3442 0.5 0.2 0.1 0.36
H 26.6478 7.3264 -17.0612 -0.4 2.5 -0.2 0.32
C 24.4460 6.1190 -15.2968 3.6 -3.8 1.2 0.75
O 24.8797 5.1847 -14.5510 -1.0 2.0 -1.8 -0.69
N 24.9742 6.5102 -16.4481 -3.6 -0.9 0.5 -0.85
N 23.5031 6.9061 -14.9773 -5.5 3.1 2.8 -0.81
H 24.6787 7.3698 -16.8884 0.0 -0.9 0.7 0.36
H 25.9004 6.1132 -16.5158 -3.3 0.6 1.2 0.33
H 23.1757 7.6058 -15.6280 -0.1 -0.2 0.5 0.37
H 22.9931 6.7155 -14.1267 0.0 0.2 -0.3 0.39

***

(2)
37
Properties=species:S:1:pos:R:3:forces:R:3:nbo_charge:R:1 method="wB97M-V/def2-TZVPD" charge=-1 relative_energy_ev=11.219 e_homo_ev=-4.2 orbital_gap_ev=7.58 energy_ha=-1154.254480
Cl 0.0904 -0.1093 -1.0126 7.2 0.5 -5.7 -0.34
C 0.4841 -0.5125 2.4715 0.3 0.0 0.2 -0.27
O -0.0281 0.3741 1.4846 -0.6 -1.7 3.9 -0.77
H 0.2115 -1.5521 2.2896 0.1 0.0 -0.2 0.17
H 1.5726 -0.4587 2.4901 0.3 0.0 0.1 0.17
H 0.1317 -0.2913 3.4790 -0.3 0.4 -0.1 0.17
H 0.4470 0.1062 0.6946 0.0 0.1 0.3 0.48
C -1.9128 -1.8892 0.9926 1.0 1.2 -0.6 -0.28
O -1.8900 -0.7229 0.1007 -5.2 -5.7 6.5 -0.73
H -1.8084 -1.6749 2.0562 0.0 0.7 0.2 0.15
H -2.8021 -2.5193 0.9742 -0.4 0.4 -0.8 0.17
H -1.0674 -2.5233 0.7255 0.1 -0.4 0.3 0.15
H -0.9914 -0.4113 -0.0295 -1.6 -1.0 3.1 0.40
C 3.0243 0.4381 -1.4158 0.2 -0.3 0.2 -0.29
O 2.4552 -0.3276 -0.3736 3.1 -0.8 0.8 -0.78
H 2.6239 1.4473 -1.5113 0.0 -0.1 0.0 0.19
H 4.0600 0.5268 -1.0876 0.3 0.0 -0.7 0.17
H 2.9006 -0.0023 -2.4052 0.3 -0.4 0.0 0.16
H 1.5403 -0.5690 -0.5356 1.1 -0.4 -0.4 0.42
C -1.4184 -2.7964 -1.7153 -1.5 0.6 -0.5 -0.27
O -1.6507 -1.4289 -1.9582 -1.4 -3.3 -4.5 -0.73
H -1.9978 -3.0573 -0.8297 0.5 -0.6 -0.1 0.16
H -1.8725 -3.3894 -2.5092 0.1 0.0 -0.4 0.16
H -0.3677 -3.0779 -1.6465 0.3 0.0 0.2 0.14
H -1.0932 -0.9463 -1.3435 -2.1 -1.8 -1.5 0.39
C -1.5937 2.4814 0.1639 -0.3 0.0 -0.9 -0.27
O -1.9308 1.2119 -0.4186 -2.3 5.8 0.1 -0.72
H -0.9883 2.3638 1.0626 -0.2 0.0 0.1 0.16
H -1.0201 3.1032 -0.5235 -0.2 0.1 0.1 0.18
H -2.4960 3.0471 0.3958 -0.4 -0.3 0.2 0.15
H -1.1583 0.8310 -0.8425 -1.3 2.0 -0.2 0.40
C 1.5790 2.1313 0.4202 1.4 1.1 0.5 -0.31
O 0.8969 2.4112 -0.7897 1.1 1.7 0.3 -0.78
H 1.8132 3.0288 0.9927 -0.4 0.7 -0.4 0.15
H 1.0475 1.4916 1.1248 0.7 1.0 -0.6 0.22
H 2.5561 1.7052 0.1924 -0.2 0.3 0.6 0.16
H 0.6532 1.5610 -1.1629 0.1 0.4 -0.2 0.45

***

(3)
47
Properties=species:S:1:pos:R:3:forces:R:3:nbo_charge:R:1 method="wB97M-V/def2-TZVPD" charge=-1 relative_energy_ev=0.000 e_homo_ev=-5.6 orbital_gap_ev=8.28 energy_ha=-1948.652777
N 0.5430 0.2417 -1.3256 -0.6 1.4 -0.1 -0.99
H 0.1447 1.1952 -1.6185 0.4 0.2 -0.2 0.46
H 0.0637 0.1695 -0.4004 0.0 -0.2 0.1 0.46
H 1.5427 0.1866 -1.1309 -0.3 0.2 -0.3 0.44
H 0.2203 -0.4530 -2.0049 0.0 -0.6 0.4 0.44
N -1.7623 0.4014 -3.6013 -0.5 -0.9 0.7 -0.97
H -1.2901 0.3855 -4.4948 0.1 -0.2 0.0 0.40
H -1.5629 -0.4857 -2.9927 0.5 -0.2 -0.2 0.47
H -2.7683 0.3690 -3.7372 0.1 0.4 -0.1 0.40
H -1.4497 1.2622 -2.9857 0.2 1.2 0.6 0.47
N -0.2734 -2.2665 0.4518 1.9 -1.8 -1.5 -0.96
H -0.9196 -2.9039 0.8957 -0.4 0.5 0.1 0.40
H -0.4233 -2.2528 -0.5919 -0.8 0.1 0.0 0.47
H 0.6713 -2.7160 0.4984 -0.7 0.7 0.3 0.44
H -0.2484 -1.2440 0.7718 -0.9 0.6 1.0 0.46
C -0.5563 3.5306 -2.7702 -1.0 -0.6 0.2 -0.22
O -0.9249 2.3875 -2.0618 0.0 -1.0 -0.7 -0.94
H 0.4887 3.8068 -2.5809 0.0 0.2 -0.2 0.14
H -0.7380 3.4018 -3.8600 0.4 0.1 0.0 0.10
H -1.2371 4.3544 -2.4967 0.4 0.3 0.1 0.14
C -1.0633 -2.6978 -3.3733 0.3 -0.6 0.5 -0.23
O -0.9926 -1.8830 -2.2520 -0.4 0.8 -0.5 -0.98
H -2.0634 -3.1470 -3.5298 0.0 0.2 -0.1 0.12
H -0.7751 -2.1976 -4.3204 -0.1 0.0 0.0 0.11
H -0.3778 -3.5562 -3.2658 0.0 0.0 -0.2 0.15
C -0.1258 0.6341 2.2624 -0.2 -1.9 0.6 0.32
O -1.1128 0.6159 3.3132 0.0 0.8 -0.3 -0.55
O -0.6707 0.1310 1.1654 -0.1 0.5 -0.8 -0.87
C 0.4967 2.0249 2.0929 0.8 -0.2 -0.1 0.93
F -0.3900 3.0173 1.9885 0.2 -0.1 -0.2 -0.32
F 1.3352 2.3423 3.1313 -0.4 0.0 -0.2 -0.35
F 1.3067 2.0106 1.0059 -0.5 0.3 0.2 -0.33
C -0.6684 0.8568 4.6229 -0.9 -0.1 0.4 -0.07
C -1.8876 0.7142 5.5367 0.6 -0.5 0.4 -0.61
H -1.6041 1.1304 6.5091 -0.3 0.0 0.0 0.19
H -2.7630 1.2318 5.1528 0.1 0.2 -0.1 0.21
H -2.1436 -0.3376 5.6845 -0.1 0.0 -0.1 0.20
H -0.3020 1.8724 4.8150 0.3 -0.1 -0.5 0.16
H 0.0915 0.1094 4.8831 0.2 0.2 0.2 0.16
H 0.6629 -0.0746 2.6029 0.5 0.7 0.3 0.11
P 3.3660 -1.7592 -0.2938 1.5 1.1 0.3 2.60
F 4.3748 -2.9236 -0.7152 -0.1 -0.1 -0.2 -0.58
F 2.3790 -2.8924 0.3590 0.0 0.3 0.3 -0.60
F 4.1188 -1.5726 1.1266 0.2 -0.6 -0.1 -0.59
F 2.4485 -0.4981 0.1885 -0.8 -0.7 0.3 -0.60
F 4.3201 -0.6491 -0.9897 0.3 -0.3 -0.1 -0.59
F 2.5197 -1.8725 -1.6647 -0.1 -0.2 0.0 -0.59

***

(4)
49
Properties=species:S:1:pos:R:3:forces:R:3:nbo_charge:R:1 method="wB97M-V/def2-TZVPD" charge=-1 relative_energy_ev=1.184 e_homo_ev=-7.3 orbital_gap_ev=9.79 energy_ha=-1451.766929
F 0.0945 0.0523 -0.3413 0.2 0.0 0.2 -0.92
C 0.9189 3.5259 -0.2889 -1.0 0.1 1.6 0.76
O 1.0469 4.6746 0.1238 0.5 -0.2 -0.7 -0.67
N 1.3630 2.4285 0.3893 0.5 0.3 0.3 -0.89
N 0.1685 3.1816 -1.3633 -0.3 0.5 -1.1 -0.86
H 1.8091 2.6445 1.2646 -0.1 -0.2 0.0 0.39
H 0.9007 1.5361 0.2267 -0.1 -0.5 0.0 0.44
H 0.0187 2.2208 -1.6243 0.4 0.0 -0.1 0.41
H 0.0057 3.9039 -2.0442 -0.2 -0.1 0.1 0.40
C 4.0873 0.7480 -1.7648 2.4 0.7 1.1 0.76
O 5.3187 0.5864 -1.8678 -1.2 -0.2 -0.6 -0.71
N 3.2325 -0.2605 -1.5516 -0.3 -1.0 -0.3 -0.85
N 3.5619 1.9877 -1.6883 -0.6 0.4 -0.5 -0.84
H 2.2750 -0.1465 -1.2532 -0.1 -0.1 -0.1 0.42
H 3.6496 -1.1637 -1.6963 -0.3 -0.1 0.3 0.40
H 4.1938 2.7660 -1.6989 0.0 -0.1 0.1 0.40
H 2.6237 2.1001 -1.3432 0.2 0.2 0.0 0.40
C -2.1384 -0.0431 3.3696 -0.4 0.5 -1.3 0.77
O -2.6242 -1.1203 3.0569 0.6 0.2 0.3 -0.65
N -1.3516 0.7175 2.5595 0.4 -0.4 -0.5 -0.84
N -2.5319 0.6217 4.5007 -0.6 -0.9 1.5 -0.85
H -0.8677 1.5172 2.9218 0.0 0.0 0.0 0.38
H -0.9393 0.2667 1.7539 -0.1 0.1 -0.1 0.42
H -2.0097 1.3773 4.9089 0.3 0.0 -0.3 0.37
H -2.7825 -0.0965 5.1715 -0.3 0.5 0.2 0.39
C -3.4486 0.4964 -0.8709 -0.3 -1.2 -1.4 0.78
O -4.6486 0.4753 -1.1220 0.3 0.4 0.7 -0.67
N -2.6363 1.5770 -0.8795 0.2 1.1 0.1 -0.85
N -2.6893 -0.6400 -0.7984 0.7 -1.1 0.3 -0.89
H -2.9829 2.5141 -0.7904 -0.2 -0.1 -0.1 0.40
H -1.6438 1.4399 -0.9599 0.0 -0.1 0.5 0.41
H -3.0493 -1.5782 -0.7901 -0.9 0.4 0.0 0.40
H -1.7249 -0.6291 -0.4901 0.2 0.7 0.1 0.42
C 1.6372 -2.1659 2.7233 -0.5 -0.6 1.0 0.77
O 2.0950 -2.6810 3.7415 0.1 0.6 -0.7 -0.67
N 1.5979 -0.8362 2.4336 0.6 1.5 0.1 -0.86
N 0.9422 -2.8558 1.7870 -0.3 -0.4 -1.3 -0.84
H 1.2447 -0.4654 1.5646 -0.2 -0.5 -0.3 0.41
H 2.1342 -0.1431 2.9275 0.2 -0.6 0.4 0.39
H 0.7137 -3.8313 1.8202 0.3 0.0 0.5 0.40
H 0.6809 -2.3769 0.9421 -0.2 0.0 0.0 0.39
C -0.9855 -3.1951 -3.2051 0.0 -0.1 0.2 0.77
O -0.9980 -4.2002 -3.9054 0.2 0.2 0.2 -0.68
N -2.0337 -2.3329 -3.1361 -0.8 0.1 -0.4 -0.87
N 0.0621 -2.8446 -2.3853 -0.7 -0.3 -1.0 -0.86
H -2.9130 -2.6472 -3.5067 0.2 0.0 -0.2 0.40
H -2.0404 -1.4123 -2.7266 0.3 -0.2 0.2 0.42
H 0.8173 -3.5034 -2.4421 0.2 0.3 0.6 0.40
H -0.1538 -2.1905 -1.6522 0.8 0.0 0.2 0.41

***

(5)
61
Properties=species:S:1:pos:R:3:forces:R:3:mulliken_charge:R:1 method="wB97M-V/def2-TZVPD" charge=+1 relative_energy_ev=14.222 e_homo_ev=-11.0 orbital_gap_ev=2.34 energy_ha=-2240.423116
Hf 8.5194 -6.0051 -22.3425 -0.4 9.9 -6.4 2.03
N 9.0395 -3.8760 -25.2962 0.5 1.2 -2.6 0.44
O 8.8518 -4.5862 -24.2892 -0.5 -1.4 1.8 0.30
O 8.4188 -4.0646 -26.3517 -0.4 -0.4 1.3 -0.74
O 9.8651 -2.9540 -25.2889 -0.1 -0.2 1.2 -0.32
N 12.0067 -5.4472 -23.4714 4.9 3.9 -0.7 0.65
O 10.8717 -5.7273 -22.9860 -4.9 -2.7 2.2 -0.56
O 12.1522 -5.1742 -24.6516 -1.7 -1.3 -0.5 -0.49
O 12.9505 -5.1683 -22.7137 -1.7 -1.5 0.6 -0.51
N 5.5684 -3.9402 -22.3311 -2.5 2.7 1.4 0.76
O 4.5554 -4.5421 -22.0468 0.8 -1.3 -0.5 -0.52
O 6.7362 -4.5109 -22.3608 4.0 -3.3 0.8 -0.43
O 5.5837 -2.7277 -22.4645 0.7 -0.7 -0.6 -0.49
C 12.6754 -5.3110 -28.4658 -2.2 -0.3 -1.9 0.61
O 11.9301 -6.2089 -28.8604 1.3 -0.3 1.1 -0.62
N 13.8779 -5.0403 -28.9898 1.6 0.3 -0.1 -0.39
N 12.1466 -4.3162 -27.6700 -0.2 1.2 1.5 -0.19
H 14.4234 -5.6855 -29.5348 -0.6 -0.2 -0.2 0.22
H 14.3225 -4.1519 -28.8347 0.0 -0.1 0.3 0.15
H 12.6828 -3.4740 -27.5106 0.4 -0.2 -0.3 0.20
H 11.8291 -4.6166 -26.7594 -0.3 -0.4 -0.2 0.05
C 8.1697 -1.8694 -29.3802 0.0 -0.1 -2.7 0.46
O 8.3077 -1.6197 -30.5644 0.1 0.3 0.3 -0.63
N 9.1355 -1.6658 -28.4479 -0.8 0.1 0.4 -0.26
N 6.9996 -2.4467 -28.9273 1.1 0.1 1.6 -0.45
H 9.0622 -2.2751 -27.6526 0.8 0.1 0.3 0.17
H 9.9881 -1.2649 -28.7977 0.1 -0.4 0.2 0.23
H 6.9630 -2.2471 -27.9375 -1.4 -0.2 -0.1 0.19
H 6.2060 -2.4259 -29.5440 0.0 0.4 0.2 0.22
C 9.8764 -2.7266 -21.5336 -0.4 -1.7 -1.3 0.56
O 9.2743 -3.8459 -21.6793 -1.1 -3.6 1.2 -0.41
N 9.8044 -1.9119 -22.5541 0.8 1.4 0.8 -0.12
N 10.6350 -2.4055 -20.4819 -0.6 0.2 -0.3 -0.38
H 10.3839 -1.0940 -22.4261 -0.3 0.3 -1.0 0.22
H 9.4392 -2.1748 -23.4562 0.1 -0.1 0.0 0.07
H 10.4261 -2.8320 -19.5936 0.2 0.1 0.0 0.28
H 10.9043 -1.4343 -20.5312 0.3 -0.1 0.8 0.22
C 5.9893 -6.4122 -25.0623 1.6 -0.1 -5.0 0.54
O 6.8162 -6.4726 -24.1130 1.3 -0.6 2.9 -0.63
N 6.3757 -6.0746 -26.3245 0.5 0.3 1.8 -0.17
N 4.7590 -6.8822 -25.1256 -0.8 -0.8 3.9 -0.38
H 5.7207 -6.2939 -27.0492 0.4 0.3 -0.6 0.21
H 7.2666 -5.6359 -26.5061 0.0 0.0 -0.2 0.11
H 4.1276 -6.8003 -25.8987 0.0 0.2 0.0 0.21
H 4.4395 -7.1397 -24.1985 -0.8 -0.2 -0.5 0.26
C 11.9133 0.2461 -24.8799 0.5 1.7 0.7 0.51
O 12.5360 1.2884 -24.7153 -0.5 -0.5 -0.2 -0.66
N 10.5558 0.1680 -24.9589 0.4 -0.2 0.2 -0.25
N 12.5050 -0.9594 -24.8804 0.9 -1.5 0.0 -0.22
H 10.2273 -0.7691 -25.1077 -1.0 0.5 -0.3 0.12
H 10.0533 1.0376 -24.9277 -0.4 -0.3 -0.3 0.18
H 12.0100 -1.8167 -25.0611 0.1 0.0 0.0 0.14
H 13.5062 -0.9993 -24.7909 -0.1 0.1 -0.1 0.20
C 8.1012 -5.8885 -29.6668 1.6 -1.4 0.8 0.37
O 8.3067 -6.7169 -30.5377 0.1 0.3 0.2 -0.69
N 9.0027 -5.5514 -28.6813 0.6 -0.4 0.1 0.02
N 6.9081 -5.3269 -29.4565 -2.0 0.3 0.1 -0.23
H 8.8208 -4.9069 -27.9262 -0.1 -0.2 -0.7 0.15
H 9.8200 -6.1301 -28.5516 0.3 0.2 -0.6 0.18
H 6.8609 -4.4903 -28.8869 -0.2 0.0 -0.7 0.26
H 6.2323 -5.5631 -30.1666 -0.1 0.5 0.1 0.25